No. 1
Entry from the OMol25 dataset: 15 unconnected molecules or ions with the total composition C21H72O15 in a non-equilibrium geometry (ωB97M-V/def2-TZVPD).

Results
* orbital gap: 9.283 eV
* lowest unoccupied orbital energy: 0.0 eV
* ΔE to the lowest compared entry with this formula, charge and spin: 9.124 eV
* maximum force: 0.07194 Eh/bohr
* HOMO: -0.342 Ha

Geometry (Å):
C  -2.931  2.915  1.371
C  -1.724  2.966  2.225
O  -0.800  3.897  1.683
H  -3.620  2.224  1.822
H  -2.732  2.540  0.336
H  -3.352  3.886  1.351
H  -1.231  1.994  2.242
H  -1.905  3.213  3.267
H  0.040  3.858  2.187
C  3.549  -4.566  0.558
C  2.259  -3.894  1.015
O  1.798  -4.325  2.316
H  3.611  -4.568  -0.520
H  3.505  -5.575  0.958
H  4.428  -4.045  1.014
H  1.481  -4.280  0.366
H  2.426  -2.817  0.957
H  1.178  -3.707  2.672
C  -1.569  -3.547  0.433
C  -1.809  -3.737  -1.111
O  -3.126  -4.159  -1.357
H  -2.146  -2.725  0.837
H  -0.514  -3.455  0.642
H  -1.906  -4.357  1.068
H  -1.086  -4.450  -1.454
H  -1.582  -2.843  -1.714
H  -3.245  -3.913  -2.284
C  0.802  2.160  4.662
C  1.812  2.334  3.552
O  1.686  3.568  2.894
H  1.115  1.372  5.326
H  -0.185  1.995  4.185
H  0.833  2.985  5.350
H  1.725  1.521  2.869
H  2.857  2.284  3.959
H  2.538  3.627  2.514
C  -0.018  -0.219  1.219
C  -0.104  0.596  -0.091
O  -0.531  -0.150  -1.283
H  0.897  -0.878  1.257
H  -0.953  -0.782  1.377
H  0.068  0.372  2.094
H  0.863  0.979  -0.295
H  -0.771  1.483  0.041
H  -1.474  -0.243  -1.144
C  -4.377  2.492  -2.369
C  -2.949  2.415  -2.805
O  -2.308  3.588  -2.401
H  -4.850  3.412  -2.679
H  -4.470  2.504  -1.308
H  -5.013  1.627  -2.645
H  -2.895  2.494  -3.881
H  -2.377  1.519  -2.501
H  -1.373  3.405  -2.196
C  1.158  -1.816  3.981
O  0.032  -2.648  3.630
H  1.720  -1.537  3.097
H  1.770  -2.119  4.765
H  0.720  -0.889  4.400
H  -0.152  -3.155  4.411
C  1.041  3.989  -0.772
O  0.464  3.190  -1.765
H  1.448  3.590  0.094
H  0.209  4.522  -0.385
H  1.575  4.868  -1.123
H  1.209  2.593  -2.014
C  -2.763  -0.241  3.813
O  -2.275  -1.370  4.354
H  -2.863  -0.194  2.723
H  -1.984  0.564  3.978
H  -3.712  0.034  4.284
H  -1.407  -1.680  4.099
C  3.528  0.515  0.906
O  4.199  0.830  2.087
H  4.160  0.522  0.044
H  2.718  1.210  0.705
H  3.135  -0.475  0.960
H  4.392  -0.044  2.570
C  3.794  1.445  -3.040
O  2.812  1.999  -2.167
H  3.924  2.039  -3.974
H  3.758  0.367  -3.292
H  4.721  1.617  -2.520
H  3.203  2.606  -1.586
C  -3.826  -0.615  -1.340
O  -3.130  -0.131  -0.182
H  -3.208  -0.543  -2.214
H  -4.659  -0.014  -1.515
H  -4.209  -1.610  -1.250
H  -3.762  0.181  0.465
C  -0.501  -2.366  -4.187
O  -0.440  -3.788  -4.084
H  0.532  -1.992  -4.408
H  -0.824  -1.881  -3.257
H  -1.204  -2.021  -4.993
H  0.213  -4.090  -3.440
C  2.476  -1.610  -1.725
O  1.214  -2.175  -1.532
H  2.801  -1.578  -2.759
H  3.111  -2.390  -1.274
H  2.629  -0.638  -1.359
H  0.568  -1.443  -1.473
C  0.429  0.829  -4.344
O  -0.359  0.730  -5.539
H  0.105  1.714  -3.855
H  1.516  1.011  -4.619
H  0.313  0.023  -3.669
H  0.123  1.099  -6.261

=====

No. 2
Entry from the OMol25 dataset: a molecular structure, C21H75BaF3O20 in a non-equilibrium geometry (ωB97M-V/def2-TZVPD).

Results
* orbital gap: 8.726 eV
* lowest unoccupied orbital energy: -0.5 eV
* maximum force: 0.04057 Eh/bohr
* HOMO: -0.340 Ha

Geometry (Å):
Ba  2.584  2.881  0.632
O  4.232  2.159  -1.267
H  3.913  1.279  -1.494
C  -0.402  1.155  0.654
O  0.761  0.749  -0.056
O  -0.203  2.449  1.033
C  -1.693  0.803  -0.110
F  -2.750  1.254  0.601
F  -1.742  1.303  -1.353
F  -1.863  -0.555  -0.226
C  1.001  -0.650  -0.181
C  2.330  -0.819  -0.889
H  2.301  -0.379  -1.890
H  3.197  -0.378  -0.389
H  2.579  -1.879  -0.986
H  0.238  -1.132  -0.793
H  1.070  -1.175  0.776
H  -0.430  0.543  1.575
C  2.851  -1.617  -4.717
O  2.431  -0.234  -4.756
H  3.865  -1.686  -4.322
H  2.167  -2.176  -4.081
H  2.846  -1.971  -5.747
H  3.181  0.278  -4.438
C  -5.049  -1.211  2.212
O  -5.707  -0.643  3.343
H  -5.051  -0.536  1.356
H  -3.989  -1.436  2.369
H  -5.572  -2.146  1.995
H  -5.216  -0.877  4.132
C  0.471  -0.804  4.368
O  0.841  0.540  4.563
H  1.285  -1.457  4.693
H  -0.483  -1.058  4.838
H  0.352  -1.074  3.305
H  0.068  1.116  4.360
C  -1.684  5.561  0.750
O  -2.238  4.371  0.225
H  -2.405  6.372  0.727
H  -1.323  5.387  1.769
H  -0.807  5.841  0.152
H  -1.584  3.661  0.407
C  -1.052  -3.376  1.494
O  -1.594  -2.781  2.692
H  -1.684  -3.032  0.682
H  -0.051  -2.963  1.337
H  -1.021  -4.448  1.690
H  -1.188  -3.122  3.489
C  0.822  4.291  3.813
O  2.052  3.974  3.146
H  0.004  4.019  3.156
H  0.727  3.703  4.727
H  0.781  5.355  4.049
H  2.781  4.201  3.732
C  -5.493  2.720  0.945
O  -4.931  4.006  1.106
H  -5.282  2.258  -0.032
H  -4.979  2.040  1.639
H  -6.570  2.703  1.071
H  -3.976  3.985  0.909
C  -4.667  -1.406  -1.640
O  -4.149  -2.669  -1.223
H  -4.480  -0.711  -0.819
H  -4.160  -1.079  -2.554
H  -5.727  -1.418  -1.886
H  -3.185  -2.575  -1.226
C  -0.268  -3.834  -1.988
O  -1.648  -3.507  -2.014
H  0.104  -3.916  -0.970
H  -0.144  -4.818  -2.458
H  0.314  -3.124  -2.582
H  -1.968  -3.535  -2.920
C  3.652  -0.256  2.670
O  2.741  0.846  2.522
H  4.145  -0.207  3.640
H  3.067  -1.173  2.569
H  4.382  -0.247  1.867
H  2.086  0.784  3.253
C  0.907  2.992  -3.135
O  1.821  3.381  -2.110
H  1.308  3.067  -4.145
H  0.592  1.958  -2.941
H  -0.028  3.545  -3.048
H  2.641  2.865  -2.227
C  2.736  -5.635  1.050
O  2.767  -4.251  0.765
H  2.132  -6.202  0.332
H  3.732  -6.085  1.108
H  2.249  -5.805  2.012
H  2.977  -4.190  -0.187
C  -2.486  1.272  3.930
O  -1.296  2.045  3.827
H  -2.403  0.297  3.433
H  -2.752  1.129  4.977
H  -3.316  1.803  3.452
H  -1.120  2.217  2.883
C  -4.024  3.609  -2.796
O  -2.617  3.721  -2.676
H  -4.345  3.278  -3.781
H  -4.392  2.846  -2.102
H  -4.479  4.569  -2.544
H  -2.406  3.861  -1.743
C  6.731  0.365  0.226
O  6.717  0.901  -1.063
H  5.994  -0.414  0.469
H  7.701  -0.056  0.497
H  6.541  1.176  0.948
H  5.826  1.320  -1.150
C  3.345  -5.093  -2.967
O  3.494  -4.103  -1.953
H  2.801  -4.776  -3.858
H  4.331  -5.436  -3.294
H  2.860  -5.985  -2.568
H  4.404  -3.799  -1.992
C  -0.688  -0.625  -3.848
O  -0.347  0.076  -5.048
H  0.079  -0.433  -3.098
H  -1.694  -0.355  -3.537
H  -0.722  -1.694  -4.100
H  0.616  0.151  -5.021

=====

No. 3
Entry from the OMol25 dataset: 16 unconnected molecules or ions with the total composition C21H76N4O17PS in a non-equilibrium geometry (ωB97M-V/def2-TZVPD).

Results
* orbital gap: 5.554 eV
* lowest unoccupied orbital energy: -5.6 eV
* net charge: +1
* maximum force: 0.11946 Eh/bohr
* HOMO: -0.411 Ha

Geometry (Å):
C  4.799  1.040  3.627
O  3.845  -0.082  3.350
C  2.558  0.576  3.078
N  1.407  -0.359  2.779
C  0.068  0.245  3.226
C  -0.291  1.623  2.393
O  0.178  2.815  3.172
P  -2.229  1.798  2.316
N  -2.883  0.989  1.064
C  0.229  1.634  0.838
N  0.604  0.281  0.277
S  1.523  0.385  -1.204
C  1.234  -0.633  1.303
N  1.656  -1.882  0.836
H  4.259  2.023  3.978
H  5.421  1.346  2.658
H  5.588  0.753  4.475
H  2.711  1.430  2.269
H  2.264  1.152  4.080
H  -0.751  -0.554  2.887
H  0.038  0.366  4.392
H  0.116  2.540  4.151
H  -2.526  3.230  2.244
H  -2.767  1.351  3.586
H  -3.376  1.732  0.484
H  1.225  2.289  0.820
H  -0.569  2.112  0.117
H  2.452  1.438  -1.187
H  0.901  -2.633  0.820
H  2.608  -2.069  0.453
C  0.770  4.721  6.553
O  1.344  3.898  5.554
H  0.511  4.104  7.416
H  1.491  5.484  6.857
H  -0.134  5.194  6.162
H  1.564  4.473  4.802
C  5.403  0.430  -3.351
O  4.259  -0.352  -3.644
H  5.723  0.946  -4.259
H  5.154  1.168  -2.584
H  6.209  -0.219  -2.999
H  3.998  -0.797  -2.820
C  1.741  0.512  -6.243
O  1.476  -0.101  -4.994
H  0.815  0.942  -6.631
H  2.482  1.304  -6.111
H  2.115  -0.237  -6.945
H  2.316  -0.474  -4.675
C  1.970  4.450  -6.017
O  2.544  3.627  -7.015
H  1.711  3.832  -5.153
H  2.691  5.213  -5.713
H  1.066  4.923  -6.408
H  2.764  4.202  -7.768
C  1.760  -3.497  -7.798
O  3.108  -3.728  -8.166
H  1.138  -4.298  -8.205
H  1.676  -3.490  -6.708
H  1.429  -2.539  -8.205
H  3.635  -3.002  -7.792
C  1.070  8.710  6.977
O  1.644  7.887  5.978
H  0.811  8.092  7.840
H  1.791  9.473  7.280
H  0.166  9.183  6.585
H  1.864  8.462  5.225
C  2.599  2.466  8.807
O  3.147  3.051  9.974
H  2.498  3.234  8.038
H  3.264  1.677  8.447
H  1.614  2.050  9.036
H  3.224  2.346  10.639
C  -2.616  -3.171  4.127
O  -2.250  -2.370  3.019
H  -1.711  -3.541  4.613
H  -3.189  -2.570  4.838
H  -3.215  -4.018  3.784
H  -3.073  -2.056  2.608
C  -1.240  -2.449  -2.177
O  0.108  -2.680  -2.545
H  -1.862  -3.249  -2.584
H  -1.324  -2.442  -1.087
H  -1.571  -1.490  -2.584
H  0.635  -1.954  -2.171
C  -3.640  -5.256  7.059
O  -2.292  -5.487  6.690
H  -4.262  -6.057  6.652
H  -3.724  -5.249  8.148
H  -3.971  -4.297  6.651
H  -1.765  -4.761  7.065
C  -4.702  -3.348  -0.866
O  -4.300  -3.934  0.358
H  -5.783  -3.187  -0.845
H  -4.196  -2.389  -0.996
H  -4.452  -4.019  -1.692
H  -3.338  -4.065  0.311
C  -1.408  -5.491  -9.868
O  -1.033  -4.199  -10.311
H  -2.421  -5.448  -9.462
H  -1.384  -6.187  -10.711
H  -0.719  -5.824  -9.088
H  -0.130  -4.269  -10.665
C  -2.466  -4.378  -5.774
O  -2.730  -4.991  -4.526
H  -3.392  -3.948  -6.162
H  -1.725  -3.586  -5.642
H  -2.092  -5.127  -6.477
H  -1.891  -5.364  -4.206
C  -3.130  3.768  5.699
O  -2.257  2.673  5.490
H  -2.934  4.529  4.941
H  -4.166  3.430  5.614
H  -2.955  4.191  6.692
H  -2.455  2.014  6.177
C  -3.326  -0.777  -7.266
O  -3.571  -1.923  -8.060
H  -3.959  -0.820  -6.376
H  -2.276  -0.760  -6.964
H  -3.567  0.122  -7.838
H  -2.996  -1.858  -8.842

=====

No. 4
Entry from the OMol25 dataset: a molecular structure, C22H11Br2N3O6STi in a non-equilibrium geometry (ωB97M-V/def2-TZVPD).

Results
* orbital gap: 6.255 eV
* lowest unoccupied orbital energy: 3.7 eV
* ΔE to the lowest compared entry with this formula, charge and spin: 0.000 eV
* net charge: -2
* maximum force: 0.02904 Eh/bohr
* HOMO: -0.092 Ha

Geometry (Å):
Ti  12.078  9.121  9.445
C  15.435  8.463  7.488
C  15.637  8.674  8.967
C  16.968  8.796  9.452
C  17.208  8.940  10.784
C  16.103  8.952  11.660
C  16.207  9.004  13.075
Br  17.909  9.111  13.901
C  15.105  8.971  13.869
C  13.824  8.960  13.290
Br  12.260  9.022  14.354
C  13.644  8.925  11.934
O  12.483  8.964  11.405
C  14.835  8.882  11.108
N  14.611  8.757  9.771
H  16.245  7.862  7.095
H  15.433  9.404  6.964
H  14.463  7.999  7.303
H  17.800  8.767  8.742
H  18.216  9.037  11.168
H  15.202  9.001  14.949
O  13.606  13.588  5.496
C  13.591  12.667  6.283
C  13.672  12.784  7.813
O  13.974  13.774  8.462
C  13.241  11.453  8.316
C  13.074  10.561  7.249
O  12.607  9.390  7.546
C  13.434  11.166  5.975
O  13.562  10.646  4.880
O  12.960  10.989  9.471
S  12.783  4.335  10.005
C  12.413  5.848  9.452
N  12.129  6.945  9.121
N  10.437  9.554  9.350
C  9.269  10.020  8.763
C  8.013  9.438  9.056
C  6.875  9.856  8.431
C  6.882  10.851  7.451
C  8.111  11.435  7.155
C  9.277  11.044  7.776
H  7.999  8.647  9.783
H  5.920  9.376  8.693
H  5.977  11.137  6.936
H  8.142  12.245  6.443
H  10.239  11.492  7.555

=====

No. 5
Entry from the OMol25 dataset: a molecular structure, C22H12BrCo2N2O6 in a non-equilibrium geometry (ωB97M-V/def2-TZVPD).

Results
* orbital gap: 6.015 eV
* lowest unoccupied orbital energy: 2.1 eV
* ΔE to the lowest compared entry with this formula, charge and spin: 0.591 eV
* net charge: -1
* maximum force: 0.09057 Eh/bohr
* HOMO: -0.143 Ha

Geometry (Å):
C  0.692  -2.032  -2.395
N  1.783  -2.554  -1.830
N  2.911  -2.686  -1.604
C  -0.561  -2.679  -2.216
C  -1.695  -2.302  -2.987
C  -2.956  -2.819  -2.707
C  -3.104  -3.733  -1.645
Br  -4.832  -4.325  -1.165
C  -1.981  -4.195  -0.937
C  -0.718  -3.684  -1.235
H  0.789  -1.183  -3.086
H  -1.550  -1.581  -3.794
H  -3.825  -2.512  -3.285
H  -2.095  -4.937  -0.150
H  0.150  -4.039  -0.679
O  5.731  1.573  2.499
C  4.641  1.729  2.134
Co  3.027  2.049  1.547
C  3.068  3.727  1.116
O  3.084  4.853  0.841
C  2.674  1.152  0.068
O  2.417  0.585  -0.915
C  1.603  2.030  2.982
C  0.383  1.933  2.274
C  -0.283  2.757  1.421
C  -0.908  2.309  0.203
C  -1.229  3.258  -0.805
C  -1.883  2.864  -1.962
C  -2.260  1.517  -2.125
C  -1.948  0.578  -1.134
C  -1.211  0.951  -0.017
Co  0.991  0.365  2.918
C  2.423  -0.296  3.701
O  3.373  -0.720  4.205
C  0.885  -1.056  1.795
O  0.938  -2.074  1.241
C  -0.233  0.047  4.157
O  -0.929  -0.199  5.046
H  1.793  2.646  3.871
H  -0.209  3.842  1.581
H  -0.915  4.292  -0.635
H  -2.098  3.597  -2.744
H  -2.786  1.200  -3.028
H  -2.271  -0.456  -1.230
H  -0.877  0.209  0.710

=====

No. 6
Entry from the OMol25 dataset: a molecular structure, C22H13CeCl4N5O2S2 in a non-equilibrium geometry (ωB97M-V/def2-TZVPD).

Results
* orbital gap (spin up / spin down): 5.342 / 5.283 eV
* lowest unoccupied orbital energy (spin up / spin down): -1.7 / -1.7 eV
* ΔE to the lowest compared entry with this formula, charge and spin: 0.282 eV
* maximum force: 0.07748 Eh/bohr
* HOMO (spin up / spin down): -0.259 / -0.258 Ha

Geometry (Å):
Ce  9.324  12.158  12.304
N  5.840  9.909  13.560
C  6.678  10.956  13.717
S  6.445  12.398  12.712
N  7.701  10.725  14.541
N  8.710  11.708  14.531
C  9.553  11.741  15.565
C  10.677  12.627  15.418
C  11.744  12.802  16.351
C  12.951  13.366  15.963
C  13.058  13.879  14.660
C  11.885  13.946  13.952
N  10.806  13.214  14.239
H  5.103  10.046  12.837
H  5.927  9.047  14.146
H  9.505  11.025  16.388
H  11.553  12.651  17.373
H  13.776  13.232  16.722
H  14.005  14.078  14.162
H  11.760  14.579  12.996
S  9.680  15.985  9.079
C  9.133  16.698  10.588
C  9.043  15.827  11.618
C  9.217  14.458  11.256
C  9.389  14.380  9.853
C  9.456  13.176  9.073
C  9.671  13.152  7.671
C  9.292  11.946  7.030
C  8.815  10.815  7.718
C  8.662  10.970  9.101
N  9.004  12.006  9.793
H  9.007  17.785  10.579
H  8.802  16.032  12.623
H  10.110  13.981  7.138
H  9.437  11.938  5.994
H  8.456  9.895  7.268
H  8.157  10.154  9.661
Cl  12.377  5.828  12.430
C  11.986  7.386  11.710
C  12.917  8.159  11.005
Cl  14.339  7.448  10.345
C  12.688  9.552  10.890
Cl  13.881  10.570  10.233
C  11.642  10.186  11.594
O  11.560  11.422  11.877
C  10.556  9.313  11.939
O  9.330  9.776  12.136
C  10.739  7.924  12.098
Cl  9.328  7.011  12.437